No. 1
141
Properties=species:S:1:pos:R:3:mulliken_charge:R:1 method="wB97M-V/def2-TZVPD" homo_ev=-11.82 charge=+1
C 5.674 -2.358 -1.778 -0.17
C 4.585 -2.052 -1.314 -0.94
N 3.285 -1.587 -0.836 0.64
C 3.307 -1.507 0.471 -0.85
C 1.873 -0.816 0.806 0.54
N 2.368 0.612 0.924 -0.67
C 1.887 1.208 1.935 0.69
O 1.190 1.809 2.673 -0.39
P 1.617 -1.443 2.567 0.52
O 1.621 -3.167 2.626 -0.42
Cl -0.338 -1.010 3.316 -0.21
C 0.978 -1.188 -0.463 2.51
C -0.131 -0.042 -0.358 -2.11
C -1.397 -0.142 -1.297 0.30
C -2.532 0.813 -0.643 -0.63
O -3.128 1.696 -1.613 -0.39
C -4.364 1.241 -2.092 0.54
C -4.675 1.541 -3.639 -0.57
O -5.240 0.687 -1.449 -0.55
C 0.200 -2.548 -0.259 -2.11
O -0.917 -2.501 0.632 -0.03
C -1.471 -3.838 0.732 -0.60
C -2.927 -3.985 0.112 -0.37
C -2.959 -4.790 -1.288 -0.95
C 2.071 -1.137 -1.661 0.41
N 2.625 0.196 -2.028 -0.17
C 1.722 1.128 -2.723 0.04
C 2.493 1.735 -4.008 -0.85
C 3.500 2.927 -3.580 -0.15
C 3.727 3.796 -4.913 -0.97
C 1.871 -1.880 -3.046 -0.97
Br 0.018 -1.904 -3.799 0.00
C 2.445 -3.353 -3.273 -0.01
C 1.832 -4.113 -4.562 -1.31
Br 2.396 -4.638 -1.802 -0.06
H 6.688 -2.402 -2.269 0.42
H 4.134 -1.775 1.192 0.48
H 1.963 -3.335 3.563 0.49
H -0.541 -0.028 0.712 0.70
H 0.278 1.018 -0.494 0.58
H -1.252 0.272 -2.348 -0.08
H -1.842 -1.173 -1.420 0.09
H -1.984 1.488 0.103 0.34
H -3.259 0.208 -0.028 0.31
H -5.210 2.546 -3.698 0.30
H -5.352 0.715 -3.996 0.35
H -3.679 1.601 -4.167 0.03
H 0.949 -3.290 0.198 0.56
H -0.148 -3.052 -1.219 0.57
H -1.549 -4.075 1.841 0.31
H -0.790 -4.619 0.263 0.30
H -3.520 -4.637 0.839 0.46
H -3.501 -3.017 0.015 0.21
H -2.004 -5.375 -1.468 0.24
H -3.242 -4.136 -2.169 0.19
H -3.787 -5.575 -1.205 0.34
H 3.508 0.120 -2.544 0.57
H 0.683 0.766 -2.964 -0.27
H 1.579 2.040 -2.041 0.34
H 3.079 0.952 -4.577 0.14
H 1.685 2.243 -4.630 0.32
H 4.474 2.532 -3.145 0.16
H 3.014 3.541 -2.756 0.39
H 4.805 4.175 -4.891 0.22
H 3.525 3.191 -5.852 0.10
H 3.035 4.693 -4.959 0.39
H 2.438 -1.266 -3.828 0.22
H 3.546 -3.223 -3.554 0.38
H 1.819 -3.465 -5.486 0.31
H 2.595 -4.942 -4.776 0.44
H 0.864 -4.644 -4.336 0.38
C 8.232 2.223 -4.605 -0.37
C 8.055 0.737 -4.721 -0.30
O 6.728 0.613 -5.224 -0.30
C 6.429 1.781 -5.858 0.56
O 5.460 1.952 -6.534 -0.50
O 7.375 2.726 -5.623 -0.31
H 9.263 2.535 -4.775 0.32
H 7.899 2.611 -3.639 0.26
H 8.748 0.287 -5.437 0.29
H 8.157 0.228 -3.762 0.26
C 3.309 -0.810 7.391 -0.42
C 1.847 -1.088 7.220 0.10
O 1.792 -1.736 5.953 -0.25
C 3.013 -2.279 5.729 0.68
O 3.259 -3.037 4.828 -0.65
O 3.919 -1.862 6.644 -0.34
H 3.621 -0.841 8.434 0.33
H 3.608 0.149 6.959 0.29
H 1.458 -1.768 7.982 0.28
H 1.247 -0.178 7.219 -0.12
C -1.167 2.281 6.635 -0.24
C -2.378 2.136 7.507 0.14
O -1.893 1.371 8.606 -0.19
C -0.549 1.566 8.670 0.62
O 0.143 1.203 9.572 -0.56
O -0.094 2.231 7.570 -0.34
H -1.159 3.222 6.084 0.30
H -1.059 1.454 5.927 0.16
H -2.743 3.097 7.880 0.20
H -3.194 1.618 7.003 -0.06
C -4.568 -1.522 7.711 -0.18
C -6.037 -1.809 7.625 -0.42
O -6.574 -0.579 7.150 -0.35
C -5.573 0.074 6.501 0.59
O -5.726 1.059 5.842 -0.55
O -4.373 -0.537 6.699 -0.16
H -3.958 -2.404 7.517 0.34
H -4.280 -1.097 8.677 0.16
H -6.268 -2.599 6.905 0.28
H -6.467 -2.075 8.591 0.31
C 3.309 0.824 -8.862 0.07
C 2.618 -0.376 -8.287 -0.27
O 1.380 0.158 -7.834 -0.28
C 1.141 1.289 -8.556 0.53
O 0.108 1.888 -8.539 -0.51
O 2.227 1.645 -9.291 -0.32
H 3.959 0.568 -9.699 0.31
H 3.891 1.369 -8.115 0.04
H 2.418 -1.145 -9.038 0.29
H 3.174 -0.823 -7.462 0.21
C -2.610 3.084 -7.929 -0.23
C -3.295 1.880 -7.352 -0.13
O -4.531 2.408 -6.887 -0.30
C -4.780 3.542 -7.603 0.59
O -5.812 4.139 -7.580 -0.52
O -3.699 3.902 -8.346 -0.32
H -1.968 2.834 -8.771 0.32
H -2.023 3.629 -7.185 0.19
H -3.498 1.113 -8.105 0.28
H -2.731 1.432 -6.534 0.14
C -5.967 2.130 9.765 -0.25
C -6.461 2.638 11.088 -0.41
O -6.636 1.445 11.843 -0.33
C -5.825 0.500 11.298 0.59
O -5.604 -0.564 11.789 -0.53
O -5.294 0.925 10.118 -0.17
H -5.285 2.827 9.277 0.25
H -6.782 1.890 9.076 0.25
H -5.728 3.273 11.593 0.27
H -7.400 3.184 11.000 0.32


No. 2
118
Properties=species:S:1:pos:R:3:lowdin_spin:R:1 method="wB97M-V/def2-TZVPD" homo_ev="-8.58 / -9.39" relative_energy_kcal_mol=0.00 spin_multiplicity=3 s2=2.008
C 3.324 5.848 1.966 0.00
C 3.722 4.418 1.656 0.00
O 4.536 3.823 2.327 0.00
O 3.113 3.909 0.566 0.00
C 3.452 2.546 0.305 0.00
C 2.734 1.534 1.219 0.00
C 1.276 1.921 1.572 0.00
C 0.280 0.808 1.121 0.00
C -0.691 0.363 2.245 0.00
C -1.878 -0.366 1.575 0.00
C -2.933 0.684 1.053 0.00
C -4.288 0.371 1.713 0.00
C -5.512 1.038 1.093 0.00
C -5.537 1.177 -0.277 0.00
C -6.605 1.732 -0.953 0.00
C -7.677 2.161 -0.214 0.00
C -7.674 2.021 1.162 0.00
C -6.608 1.473 1.853 0.00
C -6.572 1.318 3.358 0.00
C -6.944 -0.092 3.821 0.00
F -7.275 2.293 4.040 0.00
C -8.931 2.522 1.845 0.00
O -9.511 1.933 2.730 0.00
C -9.450 3.824 1.272 0.00
C -9.905 4.820 2.105 0.00
C -10.324 5.995 1.508 0.00
C -10.319 6.145 0.141 0.00
C -9.865 5.142 -0.691 0.00
C -9.426 3.981 -0.099 0.00
C -8.864 2.820 -0.880 0.00
O -9.295 2.460 -1.956 0.00
H 4.212 6.469 2.075 0.00
H 2.662 5.894 2.831 0.00
H 2.756 6.248 1.118 0.00
H 3.125 2.338 -0.718 0.00
H 4.527 2.352 0.357 0.00
H 2.777 0.575 0.690 0.00
H 3.280 1.374 2.156 0.00
H 1.129 2.066 2.646 0.00
H 0.957 2.844 1.081 0.00
H 0.763 -0.104 0.763 0.00
H -0.364 1.197 0.322 0.00
H -1.037 1.205 2.855 0.00
H -0.214 -0.362 2.917 0.00
H -2.390 -1.037 2.272 0.00
H -1.519 -0.939 0.715 0.00
H -2.938 0.588 -0.033 0.00
H -2.586 1.693 1.304 0.00
H -4.172 0.560 2.783 0.00
H -4.438 -0.714 1.620 0.00
H -4.721 0.826 -0.898 0.00
H -6.574 1.817 -2.033 0.00
H -5.526 1.454 3.654 0.00
H -6.139 -0.788 3.576 0.00
H -7.003 -0.061 4.915 0.00
H -7.911 -0.409 3.427 0.00
H -9.920 4.662 3.177 0.00
H -10.659 6.798 2.157 0.00
H -10.664 7.092 -0.262 0.00
H -9.840 5.250 -1.769 0.00
C 1.335 -3.790 -4.086 0.00
C 1.108 -4.006 -2.562 0.03
C 1.033 -5.501 -2.213 0.02
C -0.315 -6.167 -2.479 0.00
C -1.445 -5.341 -1.870 0.01
C -1.430 -3.893 -2.360 0.03
N -0.103 -3.247 -2.129 0.35
O 0.012 -2.972 -0.864 0.55
C -1.811 -3.877 -3.854 0.00
C -2.549 -3.107 -1.676 0.00
C 2.377 -3.459 -1.906 0.00
H 0.485 -3.342 -4.592 0.00
H 2.157 -3.098 -4.268 0.00
H 1.572 -4.725 -4.597 0.00
H 1.258 -5.630 -1.149 0.00
H 1.817 -6.038 -2.751 0.00
H -0.468 -6.311 -3.552 0.00
H -0.318 -7.166 -2.038 0.00
H -2.407 -5.800 -2.110 0.00
H -1.358 -5.369 -0.779 0.00
H -1.772 -2.864 -4.259 0.00
H -2.830 -4.243 -3.983 0.00
H -1.184 -4.516 -4.472 0.00
H -2.477 -3.143 -0.589 0.00
H -3.518 -3.525 -1.945 0.00
H -2.538 -2.059 -1.986 0.00
H 2.451 -2.379 -2.042 0.00
H 3.260 -3.917 -2.354 0.00
H 2.417 -3.670 -0.838 0.00
C 9.494 0.071 0.788 0.00
C 8.911 -0.707 -0.425 0.03
C 8.528 0.243 -1.573 0.01
C 7.183 0.949 -1.416 0.00
C 6.091 -0.057 -1.069 0.01
C 6.439 -0.880 0.171 0.03
N 7.767 -1.552 0.033 0.35
O 7.635 -2.561 -0.776 0.56
C 6.404 0.051 1.400 0.00
C 5.333 -1.898 0.436 0.00
C 10.082 -1.553 -0.931 0.00
H 8.855 0.046 1.667 0.00
H 10.435 -0.367 1.123 0.00
H 9.685 1.118 0.545 0.00
H 8.494 -0.324 -2.508 0.00
H 9.315 0.989 -1.704 0.00
H 7.248 1.735 -0.658 0.00
H 6.928 1.454 -2.351 0.00
H 5.146 0.468 -0.910 0.00
H 5.929 -0.719 -1.926 0.00
H 6.687 -0.486 2.307 0.00
H 5.394 0.436 1.550 0.00
H 7.045 0.925 1.307 0.00
H 5.155 -2.552 -0.417 0.00
H 4.391 -1.388 0.645 0.00
H 5.570 -2.521 1.301 0.00
H 10.367 -2.313 -0.202 0.00
H 10.946 -0.909 -1.105 0.00
H 9.858 -2.052 -1.873 0.00


| no. | energy (Ha) |
| --- | --- |
| 1 | -9784.66604 |
| 2 | -2376.27703 |